Entry 1:
{
  "formula": "C2H6N2O3",
  "method": "ωB97M-V/def2-TZVPD",
  "species": ["O", "C", "N", "C", "N", "O", "H", "H", "H", "H", "H", "H", "O"],
  "positions_angstrom": [[-1.407, 1.316, 0.062], [-1.327, 0.435, 0.892], [-0.527, -0.661, 0.697], [-0.424, -1.241, -0.632], [0.400, -0.568, -1.462], [-0.968, -2.292, -0.862], [-1.873, 0.503, 1.836], [-0.623, -1.424, 1.352], [0.351, 0.429, -1.330], [0.650, -1.025, -2.319], [1.678, 0.868, 0.985], [1.866, 2.279, 0.419], [2.204, 1.380, 0.361]],
  "atomic_forces_ev_per_a": [[-0.135, -0.025, 0.068], [0.283, 0.641, -0.691], [-0.399, -0.503, 0.147], [0.359, -0.336, -0.312], [-0.537, -0.034, 0.719], [0.261, -0.149, 0.231], [0.132, -0.231, 0.310], [-0.303, 0.068, 0.191], [0.682, 0.196, -0.320], [-0.290, 0.341, -0.310], [-0.030, -0.003, -0.048], [-0.012, -0.040, 0.056], [-0.010, 0.075, -0.042]],
  "mulliken_charge": [-0.5213, 0.0575, -0.1637, 0.3302, -0.2905, -0.5665, 0.4034, 0.2783, 0.2576, 0.2368, 0.2991, 0.3266, -0.6474],
  "smiles": "NC(=O)NC=O.O",
  "gap_ev": 10.9,
  "e_above_lowest_ev": 0.713,
  "lumo_ev": 0.60
}

***

Entry 2:
{
  "formula": "C5H9F2NO2S",
  "method": "ωB97M-V/def2-TZVPD",
  "species": ["C", "C", "C", "C", "C", "H", "H", "H", "H", "H", "H", "H", "H", "H", "N", "O", "O", "F", "F", "S"],
  "positions_angstrom": [[-0.643, 0.431, 0.687], [-0.465, -1.053, 0.337], [0.948, -1.440, -0.106], [2.319, 0.329, -1.761], [-2.029, 0.668, 1.268], [-0.987, 1.025, -1.255], [-0.682, 2.281, -0.240], [0.073, 0.675, 1.484], [-1.206, -1.350, -0.429], [-0.719, -1.613, 1.232], [1.710, -0.939, 0.509], [1.106, -2.504, 0.037], [1.714, 1.154, -1.388], [-3.165, 0.143, 2.693], [-0.395, 1.295, -0.449], [-2.272, -0.100, 2.365], [-2.834, 1.462, 0.849], [3.406, 0.146, -0.953], [2.775, 0.578, -3.017], [1.344, -1.188, -1.864]],
  "atomic_forces_ev_per_a": [[-0.149, 0.016, -0.253], [-0.161, 0.062, -0.249], [0.110, 0.291, 0.114], [-0.058, -0.333, -0.026], [-0.498, 0.055, 0.453], [0.469, 0.066, 0.724], [0.356, -1.300, -0.106], [-0.075, -0.002, -0.069], [0.306, 0.161, 0.199], [0.036, -0.165, 0.122], [-0.208, -0.101, -0.236], [-0.094, -0.157, 0.100], [0.223, 0.070, -0.015], [0.569, -0.135, -0.257], [-0.613, 1.143, -0.552], [-0.413, 0.369, -0.137], [0.318, -0.320, 0.111], [-0.110, 0.179, -0.111], [-0.024, 0.094, 0.171], [0.015, 0.008, 0.018]],
  "mulliken_charge": [0.2116, -0.8049, -0.8476, 0.4921, 0.3227, 0.2654, 0.2787, 0.3146, 0.3641, 0.4014, 0.3874, 0.3959, 0.0923, 0.3448, -0.5522, -0.4465, -0.5603, -0.2626, -0.2483, -0.1486],
  "smiles": "N[C@H](CCSC(F)F)C(=O)O",
  "gap_ev": 9.8,
  "e_above_lowest_ev": 0.000,
  "lumo_ev": 0.49
}

***

Number 1: HOMO energy -10.340 eV. Number 2: HOMO energy -9.259 eV.